# 1
{
  "formula": "C7H11ClN4",
  "method": "wB97M-V/def2-TZVPD",
  "relative_energy_ev": 4.078,
  "homo_ev": -8.5,
  "e_tot_ev": -25915.569,
  "elements": ["H", "C", "H", "N", "C", "H", "C", "H", "Cl", "C", "C", "H", "H", "H", "H", "N", "H", "C", "H", "N", "C", "H", "N"],
  "xyz": [[-0.694323, 3.030569, 1.864084], [0.142332, -1.419023, 0.377438], [1.600438, -2.500753, -2.006181], [-0.273203, 0.793543, 0.821281], [-1.298406, 1.657861, 0.280102], [-2.558309, 2.624947, 1.776374], [1.321667, -0.978532, -0.446495], [1.772018, 1.227950, 0.426257], [2.890805, -1.270236, 0.424785], [1.348338, -1.346971, -1.897628], [-0.274877, -2.816689, 0.534204], [-1.291080, -2.981343, 0.215857], [0.362412, -3.504712, -0.018367], [-2.179394, 1.181605, -0.297905], [-0.218065, -3.120912, 1.518832], [-0.537507, -0.520480, 1.020255], [-1.737985, 3.731386, 0.561757], [-1.653004, 2.784994, 1.213987], [0.345807, -1.222183, -2.185392], [0.529122, 1.951257, -0.985622], [0.878021, 1.058800, 0.031417], [2.134718, -0.702057, -2.338173], [-0.609526, 2.340978, -0.890867]],
  "forces_ev_per_a": [[-2.185, -0.744, -0.957], [0.625, 2.393, 0.555], [-0.260, 2.311, 0.063], [1.353, 0.324, -0.437], [-1.060, 0.376, -1.510], [-0.019, 0.023, 0.428], [-0.713, 2.271, 1.517], [3.604, 0.767, 1.990], [-0.819, 0.223, -0.502], [2.196, -2.052, 1.306], [0.130, -0.667, -1.913], [-0.427, 0.059, -0.199], [0.087, 0.067, -0.185], [1.166, 0.203, 1.575], [0.129, -0.482, 2.258], [-1.138, -1.776, -0.502], [-0.386, -1.345, 1.035], [1.864, 2.401, -0.211], [-1.093, 0.501, -1.254], [2.169, 0.172, -1.187], [-2.507, -4.311, -1.931], [-0.809, -0.597, -0.442], [-1.906, -0.116, 0.501]],
  "mulliken_charge": [0.26, 0.42, 0.29, 0.48, 0.35, 0.35, 0.60, 0.58, -0.20, -1.19, -1.26, 0.33, 0.34, 0.32, 0.36, -0.86, 0.33, -1.20, 0.37, -0.26, -0.45, 0.36, -0.32]
}

=====

# 2
{
  "formula": "C7H11ClN4",
  "method": "wB97M-V/def2-TZVPD",
  "spin_multiplicity": 3,
  "homo_ev": [-6.3, -8.9],
  "s_squared": 2.04,
  "e_tot_ev": -25914.208,
  "elements": ["N", "H", "H", "Cl", "H", "H", "C", "C", "N", "H", "H", "H", "C", "H", "H", "H", "C", "N", "C", "C", "N", "C", "H"],
  "xyz": [[-0.018895, -0.922647, 0.038981], [2.938337, 2.527559, -0.988393], [1.883909, -2.347633, -0.362787], [0.290892, 1.984563, 0.453605], [-0.592180, 1.296502, -1.737244], [3.127938, -1.129898, 0.298296], [1.186730, -0.387198, -0.199444], [2.791270, 1.677303, -0.313937], [-2.681970, 0.878659, -1.294436], [-1.946868, -0.031445, 2.248380], [-3.719638, -0.308097, 1.934123], [-2.556714, -1.807798, -0.243696], [-1.309547, 0.724972, -1.145929], [-2.667859, -1.654833, 2.119706], [3.559403, 0.825984, -0.417806], [2.641523, -1.375949, -1.537360], [-2.661352, -0.630398, 1.725840], [-3.305734, 0.094919, -0.542419], [2.259373, -1.364234, -0.457875], [-2.474049, -0.793280, 0.175944], [-1.063177, -0.297228, -0.289982], [1.456126, 0.948284, -0.200668], [2.862476, 2.091883, 0.737101]],
  "forces_ev_per_a": [[2.731, -2.519, 0.506], [-0.436, -0.561, -0.228], [-0.338, -1.037, 0.678], [-0.533, 1.936, 1.354], [-0.467, -0.610, 0.200], [-1.329, -0.933, -1.653], [0.035, 0.461, -0.796], [0.588, -2.316, 1.982], [3.833, 2.144, -1.723], [0.472, 0.464, -0.076], [1.130, 0.148, -0.404], [-0.166, -0.043, 0.629], [-2.711, 0.344, -1.736], [0.432, 0.260, 0.296], [-0.693, 1.811, -0.130], [-0.320, 0.565, 1.481], [-2.040, -2.000, -0.894], [-2.311, -1.460, 1.330], [2.910, 0.649, -0.068], [2.380, 1.116, 0.372], [-4.654, 0.780, 0.594], [0.935, 1.036, -0.644], [0.550, -0.234, -1.071]],
  "mulliken_charge": [-1.09, 0.31, 0.42, -0.19, 0.58, 0.32, 0.67, -1.08, -0.45, 0.36, 0.37, 0.39, 0.07, 0.30, 0.25, 0.27, -1.25, -0.41, -1.52, 0.20, 0.67, 0.52, 0.30]
}

=====

# 3
{
  "formula": "C7H11F",
  "method": "wB97M-V/def2-TZVPD",
  "relative_energy_ev": 2.211,
  "homo_ev": -9.6,
  "e_tot_ev": -10152.192,
  "elements": ["H", "H", "C", "C", "C", "C", "C", "C", "H", "H", "F", "H", "C", "H", "H", "H", "H", "H", "H"],
  "xyz": [[-0.167257, 1.913288, 1.093106], [1.598836, -0.287404, 2.605521], [0.333231, -1.391851, -1.422477], [-1.385640, 0.111110, -0.439471], [0.909558, 1.851516, 0.728511], [1.086194, 0.343945, 0.402557], [1.131604, -0.513847, 1.660157], [0.067850, -1.259609, 1.171486], [-1.678442, 0.686213, 0.495010], [1.819498, 2.158670, 1.311313], [2.253879, 0.267114, -0.354322], [1.422735, -1.342466, -1.494494], [-0.087519, -0.566965, -0.147482], [-0.196082, -0.785644, -2.230614], [0.095990, -2.424879, -1.347555], [-2.107714, -0.627411, -0.528195], [0.817778, 2.632925, -0.176378], [-1.377973, 0.763495, -1.420974], [-0.514152, -2.070513, 1.376720]],
  "forces_ev_per_a": [[1.811, 0.382, 0.778], [0.237, -0.569, 0.053], [-0.082, 2.631, 0.422], [0.384, 2.896, 0.542], [-1.494, 0.827, -2.045], [0.568, 1.690, 0.187], [-3.030, -0.798, -1.844], [2.844, 2.565, 0.044], [0.055, -0.163, -1.372], [-1.469, -0.072, 0.058], [0.334, -0.217, -0.144], [-0.246, 0.082, -0.408], [2.160, -0.034, -1.083], [1.047, -1.573, 0.369], [-0.794, -0.801, -0.176], [-1.652, -1.411, -0.514], [0.617, -2.154, 1.412], [0.058, -1.118, 2.149], [-1.347, -2.162, 1.572]],
  "mulliken_charge": [0.22, 0.40, -1.31, -1.75, -1.19, 1.20, -1.04, -0.56, 0.45, 0.38, -0.40, 0.35, 0.97, 0.31, 0.33, 0.47, 0.27, 0.31, 0.57]
}

=====

# 4
{
  "formula": "C7H11F7O2P",
  "method": "wB97M-V/def2-TZVPD",
  "relative_energy_ev": 0.000,
  "homo_ev": -7.7,
  "charge": -1,
  "e_tot_ev": -39850.714,
  "elements": ["C", "C", "F", "H", "H", "H", "F", "F", "P", "F", "H", "H", "C", "F", "C", "F", "C", "O", "H", "H", "C", "H", "O", "H", "C", "F", "H", "H"],
  "xyz": [[2.128464, 2.283254, -1.721549], [-2.063882, -0.087472, -0.126360], [0.947940, 3.024231, -1.611667], [2.946401, 0.814146, -2.958388], [-2.886190, 0.281461, -0.742788], [-1.603795, -1.486678, -1.663939], [-2.499892, -1.440875, 4.987086], [-0.401120, -0.867707, 5.455335], [-1.096933, -1.519515, 4.099233], [-1.447774, 0.056702, 3.719153], [-0.531613, -0.054746, -2.974147], [-0.388249, -1.417414, -0.414183], [1.240759, 0.108070, -1.863135], [-1.492880, -3.133691, 4.100507], [1.944275, 1.168091, -2.720379], [-1.221344, -1.671888, 2.443359], [1.804923, 0.418717, -0.484168], [1.863198, -0.284622, 0.476189], [1.413600, 1.498976, -3.607045], [-1.606843, 0.782763, 0.344428], [-0.280406, 0.163395, -1.934304], [1.600456, -0.894104, -2.081769], [2.408638, 1.664840, -0.505337], [2.892490, 3.013997, -1.976041], [-1.053654, -0.802402, -1.015873], [0.446548, -2.068020, 3.868432], [-0.615823, 1.180231, -1.750155], [-2.447294, -0.729743, 0.657506]],
  "forces_ev_per_a": [[-0.146, 0.374, -0.139], [0.140, 0.243, -0.228], [0.184, -0.125, 0.090], [0.023, 0.020, -0.336], [-0.128, 0.035, 0.031], [0.024, -0.209, 0.059], [-0.193, -0.048, -0.956], [-0.194, -0.940, 0.127], [-0.036, -0.047, 0.015], [0.946, -0.192, -0.164], [-0.044, 0.076, -0.103], [0.154, 0.099, 0.121], [0.259, 0.090, 0.142], [0.430, 0.259, 0.831], [-0.035, -0.241, 0.412], [-0.855, -0.031, 0.420], [0.184, -0.709, 0.465], [-0.080, 0.492, -0.460], [-0.043, -0.082, -0.088], [0.045, -0.038, 0.196], [-0.262, -0.220, -0.124], [-0.126, -0.158, -0.138], [-0.202, 0.481, -0.056], [0.194, -0.092, 0.241], [-0.114, -0.109, -0.195], [-0.127, 0.950, -0.276], [0.033, 0.182, 0.047], [-0.033, -0.062, 0.064]],
  "mulliken_charge": [0.15, -1.31, -0.31, 0.32, 0.37, 0.31, -0.34, -0.35, 1.02, -0.35, 0.34, 0.41, 0.38, -0.35, -0.86, -0.29, 0.34, -0.52, 0.38, 0.33, -0.99, 0.46, -0.37, 0.30, -0.45, -0.34, 0.38, 0.33]
}

=====

# 5
{
  "formula": "C7H11IN",
  "method": "wB97M-V/def2-TZVPD",
  "relative_energy_ev": 1.417,
  "homo_ev": -13.3,
  "charge": 1,
  "smiles": "IC1=CCC[C@@H]2CC[N@H+]12",
  "e_tot_ev": -17018.836,
  "elements": ["C", "C", "H", "H", "H", "H", "C", "H", "H", "C", "H", "C", "C", "N", "H", "H", "H", "C", "H", "I"],
  "xyz": [[-0.094429, 0.976902, -1.037276], [-1.583569, 1.119426, -0.683429], [2.819565, 0.410470, 0.790187], [-1.699774, 1.924325, -0.002064], [0.338651, 1.757999, -1.483129], [0.141187, 0.198606, -1.735588], [2.006304, 0.122427, -0.005716], [1.013188, -1.917942, -0.469943], [0.313663, -0.390717, 1.929773], [0.669501, 0.783650, 0.253571], [0.609187, 1.623799, 0.827570], [-1.349687, -0.976417, 0.642818], [-2.106711, -0.220684, -0.155190], [0.239517, -0.462365, 0.931030], [2.369145, 0.070565, -0.988777], [-1.994734, 1.496090, -1.674747], [1.751828, -1.822137, 1.199758], [1.346086, -1.220360, 0.459131], [-3.148616, -0.645050, -0.184358], [-1.640301, -2.828587, 1.386378]],
  "forces_ev_per_a": [[-1.369, -2.515, 2.838], [0.218, -0.567, -3.182], [-1.324, -0.330, -1.848], [-0.347, 0.623, 0.867], [1.139, 3.707, -1.602], [-0.391, -0.979, -0.232], [2.128, -0.728, 3.644], [0.796, 1.618, 2.229], [-0.305, 0.231, 0.735], [0.415, -1.982, -2.789], [-0.072, 2.145, 1.809], [2.611, 1.504, -0.577], [-0.182, -0.163, 1.253], [-5.398, 0.018, 0.614], [0.638, 0.415, -1.180], [-0.491, -0.899, 1.405], [1.077, -1.042, 1.173], [0.036, -1.431, -4.897], [0.982, 0.951, -0.626], [-0.161, -0.576, 0.367]],
  "mulliken_charge": [-1.24, -0.62, 0.27, 0.37, 0.58, 0.43, -0.59, 0.26, 0.44, -0.18, 0.51, -0.21, -0.19, 0.04, 0.37, 0.34, 0.46, -0.66, 0.35, 0.29]
}